Entry 1:
Formula: DyFH4IOP2
Source: the Open Molecules 2025 dataset
Level of theory: the ωB97M-V functional and the def2-TZVPD basis

Geometry (Å):
O -0.98805 -1.73817 0.20555
P 0.44730 -0.95554 -0.11935
I 0.36891 -0.37742 -2.57242
P 0.55084 1.05932 0.92234
F 0.46898 2.51282 1.70169
H -1.66811 -1.13224 0.57900
H 1.44629 1.57612 -0.06707
H -0.86172 1.17992 0.63604
H 0.96250 0.37019 2.10892
Dy -0.72693 -2.49500 -3.39470

## Properties
Frontier orbital gap (alpha / beta) = 8.42 / 5.74 eV
Strongest force on any atom = 0.1386 hartree/bohr
LUMO level (alpha / beta) = -14.21 / -16.03 eV
Total charge = +3
Multiplicity = 6
E_HOMO (alpha / beta) = -0.8317 / -0.8000 Ha


Entry 2:
Formula: F12K4N6Na2O24S12
Source: the Open Molecules 2025 dataset
Level of theory: the ωB97M-V functional and the def2-TZVPD basis

Geometry (Å):
Na -4.18150 -2.37807 -0.53938
Na -3.84911 1.58808 2.00337
K 2.42900 1.12045 0.64286
K 1.00516 -2.32204 1.26360
K -1.00012 -1.53146 -4.98130
K -0.89367 4.31464 -0.68572
N -0.70388 -4.03195 -3.89117
S -1.94640 -4.02275 -2.88780
O -2.25363 -2.80340 -2.19175
O -2.35036 -5.23765 -2.24600
F -3.00096 -3.85064 -4.12148
S 0.36560 -4.83617 -2.87060
O 0.29676 -6.25921 -3.01461
O 0.61679 -4.17342 -1.62614
F 1.70981 -4.48848 -3.68260
N 4.22149 -0.34655 -0.84411
S 4.12668 -1.87527 -1.07760
O 3.48058 -2.60589 0.00085
O 5.15334 -2.44603 -1.91627
F 2.88172 -1.68683 -2.09882
S 5.57573 -0.46552 0.14746
O 6.83916 -0.89007 -0.36848
O 5.28028 -1.02141 1.45555
F 5.66685 1.05325 0.48279
N 0.19075 -0.25872 -0.23134
S -0.35941 0.37942 -1.55800
O -0.41140 1.82500 -1.71594
O -1.20368 -0.41379 -2.42093
F 1.02625 0.20284 -2.31461
S -1.40519 0.16438 0.43811
O -2.59505 -0.57070 0.07372
O -1.59939 1.51911 0.83310
F -1.16478 -0.59972 1.79870
N 4.30923 3.20885 -2.90234
S 5.22325 3.81771 -1.85882
O 4.75882 3.78984 -0.50713
O 6.11307 4.84009 -2.30789
F 6.23363 2.55688 -1.82600
S 2.82438 3.91253 -2.49581
O 2.62776 5.28108 -2.87886
O 2.11657 3.38851 -1.33337
F 2.07632 3.12140 -3.67286
N -1.99187 2.16469 3.54585
S -1.43581 3.73437 3.26448
O -0.64769 3.93442 2.07022
O -1.10366 4.49881 4.42947
F -2.84149 4.38855 2.87195
S -0.62615 1.68261 4.14742
O -0.39967 2.01030 5.52128
O 0.46058 1.70299 3.21226
F -0.94903 0.09217 4.12828
N -4.79443 -0.46422 2.83145
S -6.31303 -0.72379 3.40529
O -6.62612 -1.81202 4.24308
O -7.29288 -0.30246 2.42733
F -6.26757 0.52419 4.43017
S -4.61141 -1.83694 2.04076
O -5.18221 -1.78870 0.70949
O -4.59978 -3.04552 2.80910
F -3.00823 -1.72781 1.83976

## Properties
Frontier orbital gap = 6.29 eV
Strongest force on any atom = 0.1950 hartree/bohr
LUMO level = -3.37 eV
Total charge = 0
E_HOMO = -0.3548 Ha


Entry 3:
Formula: F12KP2
Source: the Open Molecules 2025 dataset
Level of theory: the ωB97M-V functional and the def2-TZVPD basis

Geometry (Å):
K 0.04280 0.15871 -0.04720
P -0.51739 3.75374 0.91584
F -1.46861 2.43428 0.98128
F 0.73262 2.71399 1.05459
F -0.57251 3.62828 -0.70339
F 0.50935 4.96398 0.80053
F -1.80888 4.74847 0.85774
F -0.59050 3.89469 2.51593
P 0.47786 -3.77938 -0.88913
F 0.67150 -2.34829 -0.12526
F 1.40414 -4.50841 0.23345
F -0.86254 -4.05012 -0.08673
F 0.43425 -5.16966 -1.71810
F -0.33188 -3.04552 -2.08130
F 1.87980 -3.39474 -1.70828

## Properties
Energy above the lowest of the compared OMol25 structures with the same formula, charge and spin = 0.0000 eV
Frontier orbital gap = 11.49 eV
Strongest force on any atom = 0.0667 hartree/bohr
LUMO level = 2.10 eV
Total charge = -1
E_HOMO = -0.3448 Ha


Entry 4:
Formula: F18N9Na4O36S18
Source: the Open Molecules 2025 dataset
Level of theory: the ωB97M-V functional and the def2-TZVPD basis

Geometry (Å):
Na -2.84784 3.41175 -0.06932
Na -0.35491 4.56637 1.63144
Na 2.14965 -0.05702 -2.35356
Na 3.67579 0.56320 3.03626
N 0.40375 0.05703 -0.71288
S 1.08028 0.94424 0.59028
O 1.60467 0.25683 1.72888
O 0.46975 2.20867 0.89650
F 2.47352 1.28865 -0.14746
S -1.03611 -0.04453 -0.05724
O -1.94081 1.06001 -0.22865
O -1.08637 -0.86970 1.09781
F -1.64191 -1.03668 -1.14160
N -0.28132 -7.07422 1.43089
S 0.05196 -6.29656 2.84755
O 1.37876 -5.80905 3.02352
O -0.79710 -6.50161 3.97734
F -0.64208 -4.94460 2.31096
S 0.35422 -8.44898 1.88749
O -0.53538 -9.30141 2.63016
O 1.76448 -8.51603 2.12124
F 0.32023 -9.17480 0.42667
N -2.47279 3.67270 2.38814
S -3.70881 4.58822 2.76937
O -4.31291 4.50182 4.05223
O -4.71175 4.63642 1.74455
F -2.96491 6.01374 2.70031
S -2.40032 2.54299 3.65088
O -3.62124 1.92710 3.98168
O -1.44982 2.98991 4.61802
F -1.69393 1.41601 2.84123
N -6.87917 0.43530 0.82270
S -6.87480 1.89853 1.38310
O -6.52351 2.90793 0.43455
O -6.63384 2.06259 2.78285
F -8.52294 2.01092 1.40920
S -5.30606 -0.02416 1.07642
O -5.20316 -1.19409 1.87619
O -4.24775 0.93473 1.14961
F -5.15774 -0.60559 -0.40516
N -1.06831 4.84003 -0.65576
S -1.14496 6.36142 -1.18695
O -2.27589 6.61934 -2.01380
O 0.04814 7.09742 -1.42967
F -1.62106 7.02700 0.22153
S -0.09518 4.31794 -1.94200
O 1.29125 4.48176 -1.70131
O -0.62108 4.43062 -3.25184
F -0.37759 2.80061 -1.62926
N 3.17549 -1.95937 -1.15043
S 4.64386 -2.24948 -1.62521
O 5.13815 -3.58380 -1.77832
O 5.65982 -1.25118 -1.43506
F 4.24480 -1.97637 -3.17398
S 3.39253 -2.37163 0.46463
O 3.95254 -1.33194 1.28195
O 3.74755 -3.71866 0.70588
F 1.87957 -2.31743 0.85269
N -2.04064 0.36903 -5.98523
S -1.20100 -0.26144 -4.71099
O 0.01094 0.39345 -4.33233
O -1.26425 -1.67613 -4.60310
F -2.25290 0.23778 -3.63210
S -0.96820 0.22513 -7.12421
O -0.47779 -1.09886 -7.35310
O -0.06771 1.30249 -7.38750
F -2.02733 0.43413 -8.34812
N 2.69512 -2.58857 6.39238
S 3.14167 -2.20040 4.88303
O 2.51626 -1.01402 4.33712
O 3.67918 -3.15935 3.99424
F 4.51730 -1.39701 5.37242
S 2.01163 -4.01869 6.17333
O 2.76450 -5.15904 5.80491
O 0.69410 -3.84713 5.67211
F 1.68372 -4.29925 7.73107
N 3.89243 0.97642 -3.72431
S 4.15102 0.55173 -5.37299
O 4.92290 1.43987 -6.17468
O 3.07727 -0.16084 -5.94768
F 5.20570 -0.59851 -5.05895
S 3.48929 2.46911 -3.99230
O 2.25703 2.69397 -4.66538
O 4.59453 3.34996 -4.23474
F 3.14782 2.82332 -2.46813

## Properties
Energy above the lowest of the compared OMol25 structures with the same formula, charge and spin = 1.6351 eV
Frontier orbital gap = 6.05 eV
Strongest force on any atom = 0.1320 hartree/bohr
LUMO level = 5.72 eV
Total charge = -5
E_HOMO = -0.0121 Ha


Entry 5:
Formula: F18NaP3
Source: the Open Molecules 2025 dataset
Level of theory: the ωB97M-V functional and the def2-TZVPD basis

Geometry (Å):
Na -0.10900 -0.35492 0.12267
P 3.38219 -0.29086 0.27234
F 3.82400 -1.90200 0.47872
F 4.45446 -0.02875 1.41211
F 4.52978 -0.15431 -0.96251
F 3.07618 1.28449 0.13561
F 2.06559 -0.70321 -0.67574
F 2.33513 -0.34141 1.50732
P -0.48006 2.84570 0.25331
F 0.75932 3.11642 -0.75166
F 0.24749 3.98769 1.14256
F -1.41966 3.83627 -0.68589
F -1.73555 2.70336 1.22143
F -0.92547 1.51952 -0.65089
F 0.36414 1.93582 1.29119
P -2.92712 -2.52781 -0.60174
F -2.56841 -3.55321 -1.75428
F -2.23079 -1.26638 -1.34587
F -4.32538 -2.19352 -1.25395
F -3.26192 -1.43359 0.59970
F -3.62526 -3.75217 0.17120
F -1.42967 -2.72714 0.07427

## Properties
Energy above the lowest of the compared OMol25 structures with the same formula, charge and spin = 1.1216 eV
Frontier orbital gap = 11.20 eV
Strongest force on any atom = 0.0551 hartree/bohr
LUMO level = 4.52 eV
Total charge = -2
E_HOMO = -0.2454 Ha


Entry 6:
Formula: F24P4V
Source: the Open Molecules 2025 dataset
Level of theory: the ωB97M-V functional and the def2-TZVPD basis

Geometry (Å):
V 17.04303 -16.62986 -20.26450
P 14.70126 -14.86700 -20.80671
F 13.80469 -13.98826 -19.80099
F 13.51568 -15.86019 -21.25612
F 14.26061 -13.83364 -22.02516
F 15.66371 -15.68963 -21.84509
F 16.04793 -13.93652 -20.44413
F 15.16587 -15.89815 -19.58749
P 17.74997 -16.50211 -17.29971
F 16.90148 -17.45334 -18.27879
F 18.12765 -17.65200 -16.27880
F 19.10487 -16.75724 -18.11811
F 18.35610 -15.37326 -16.28511
F 17.34092 -15.39656 -18.39663
F 16.22949 -16.36114 -16.64285
P 19.69638 -15.31077 -21.44824
F 19.31044 -16.78310 -20.85919
F 18.07483 -15.11095 -21.57936
F 19.61576 -14.63587 -20.00263
F 19.81436 -13.80633 -22.13172
F 21.29618 -15.68913 -21.11057
F 19.57180 -16.06650 -22.96292
P 16.46047 -19.37277 -21.32770
F 16.93711 -18.06653 -22.22864
F 17.56387 -18.91313 -20.21181
F 15.45628 -18.36348 -20.65047
F 16.03370 -20.56538 -20.27137
F 15.23595 -19.71475 -22.37498
F 17.50673 -20.37624 -22.08535

## Properties
Frontier orbital gap (alpha / beta) = 10.34 / 2.90 eV
Strongest force on any atom = 0.0756 hartree/bohr
LUMO level (alpha / beta) = 2.68 / -7.30 eV
Total charge = -1
Multiplicity = 5
E_HOMO (alpha / beta) = -0.2816 / -0.3746 Ha


> Among the records above, which one has the highest strongest force on any atom?

F12K4N6Na2O24S12


> What is the total charge in the fourth record?

-5


> Among the records above, which one has the highest strongest force on any atom?

F12K4N6Na2O24S12